Molecular formula: C5H7NO
Method: DFT, ωB97M-V with the def2-TZVPD basis set

Results
* orbital gap: 9.59 eV
* ΔE to the lowest compared entry with this formula, charge and spin: 101.85 kcal per mole
* net charge: 0
* SMILES: C[C@]12N[C@H]1CC2=O
* electronic energy: -8831.7860 eV

Cartesian coordinates (Å):
O (1.43203, -0.47747, -1.63761)
N (0.17233, 1.81957, 0.58447)
C (-0.97941, 0.17421, -1.05106)
C (-0.89820, 0.86548, 0.33095)
C (0.77733, -1.19020, 0.99430)
C (0.49250, 0.34551, 0.45273)
C (0.52974, -0.08429, -0.94381)
H (-1.17255, 0.74959, -1.94075)
H (-1.62762, -0.71259, -0.98277)
H (-1.64208, 0.82211, 1.12988)
H (0.11084, -1.39225, 1.82061)
H (1.82889, -1.35245, 1.20527)
H (0.43021, 2.43996, -0.20485)
H (0.54597, -2.00718, 0.24265)

Forces on atoms 1 to 6 (eV/Å):
O -0.7 0.2 -0.1
N 0.3 -0.8 0.2
C -0.2 0.4 -0.9
C 0.0 -0.4 0.0
C 0.2 1.0 1.1
C 0.3 -2.1 0.4

natural (NBO) population analysis, charges in e, atoms 1 to 2:
1. O -0.53
2. N -0.54

Molecular formula: C5H7NO
Method: DFT, ωB97M-V with the def2-TZVPD basis set

Results
* orbital gap: 10.96 eV
* ΔE to the lowest compared entry with this formula, charge and spin: 43.38 kcal per mole
* net charge: 0
* electronic energy: -8834.3218 eV

Cartesian coordinates (Å):
O (0.92716, -1.28253, -0.52038)
N (2.39026, 0.24656, 0.61085)
C (-0.32890, -0.66731, -0.92793)
C (-0.75227, 0.87652, 0.56727)
C (-1.29100, -0.55251, 0.27107)
C (0.23397, 0.73116, -0.61542)
C (1.41660, -0.05641, -0.11940)
H (0.39006, 1.53376, -1.33603)
H (-1.08369, -1.30830, 1.03295)
H (-0.24804, 1.01596, 1.52711)
H (-2.35185, -0.58620, 0.01251)
H (2.86568, -0.58344, 0.95792)
H (-1.49506, 1.66531, 0.43617)
H (-0.67291, -1.03256, -1.89669)

Forces on atoms 1 to 6 (eV/Å):
O 0.1 0.0 0.1
N -0.2 -0.2 -0.2
C -0.3 -0.1 -0.2
C -0.1 0.1 0.1
C -0.1 -0.1 0.0
C 0.1 0.1 -0.1

natural (NBO) population analysis, charges in e, atoms 1 to 2:
1. O -0.50
2. N -0.69

Molecular formula: C5H7NO
Method: DFT, ωB97M-V with the def2-TZVPD basis set

Results
* orbital gap: 9.47 eV
* ΔE to the lowest compared entry with this formula, charge and spin: 55.80 kcal per mole
* net charge: 0
* SMILES: CC(=O)[C@@H]1C=C1N
* electronic energy: -8833.7833 eV

Cartesian coordinates (Å):
O (0.68383, 1.08957, 1.31117)
N (-2.38875, -0.84446, 0.48492)
C (0.91916, 0.39127, 0.34461)
C (-0.14670, 0.05629, -0.66906)
C (-1.56215, -0.00527, -0.20006)
C (-1.27593, 1.03518, -0.90843)
C (2.29945, -0.20271, 0.13638)
H (2.47926, -0.95904, 0.90924)
H (-1.92378, -1.42648, 1.16658)
H (2.42190, -0.66977, -0.84460)
H (-1.50625, 1.98359, -1.36124)
H (3.05224, 0.57840, 0.27050)
H (0.18342, -0.60244, -1.48164)
H (-3.23571, -0.42413, 0.84165)

Forces on atoms 1 to 6 (eV/Å):
O 0.1 -0.2 -0.3
N 0.0 0.1 0.1
C 0.0 0.1 0.2
C 0.2 -0.2 0.0
C 0.1 0.3 -0.2
C -0.3 -0.1 0.2

natural (NBO) population analysis, charges in e, atoms 1 to 2:
1. O -0.56
2. N -0.80

Molecular formula: C5H7NO
Method: DFT, ωB97M-V with the def2-TZVPD basis set

Results
* orbital gap: 10.68 eV
* ΔE to the lowest compared entry with this formula, charge and spin: 39.67 kcal per mole
* net charge: 0
* SMILES: C#CCCNC=O
* electronic energy: -8834.4826 eV

Cartesian coordinates (Å):
O (-3.08507, -0.34449, 0.45276)
N (-0.97743, 0.46326, 0.11950)
C (2.57071, 1.20646, -0.25142)
C (-0.31301, -0.80535, 0.32905)
C (1.86167, 0.23662, -0.35007)
C (-2.31909, 0.58582, 0.29192)
C (0.97248, -0.92146, -0.49592)
H (0.72521, -1.04397, -1.55603)
H (-1.01388, -1.59034, 0.03630)
H (1.50268, -1.82705, -0.18036)
H (-2.65271, 1.63939, 0.26318)
H (3.22375, 2.04805, -0.17460)
H (-0.08710, -0.94563, 1.39398)
H (-0.40821, 1.29869, 0.12170)

Forces on atoms 1 to 6 (eV/Å):
O 0.2 0.3 0.0
N -0.1 0.1 0.1
C -0.3 -0.4 0.0
C 0.0 -0.1 0.1
C 0.3 0.5 0.0
C -0.1 -0.1 0.0

natural (NBO) population analysis, charges in e, atoms 1 to 2:
1. O -0.61
2. N -0.62

Molecular formula: C5H7NO
Method: DFT, ωB97M-V with the def2-TZVPD basis set

Results
* orbital gap (alpha / beta): 7.77 / 7.77 eV
* ΔE to the lowest compared entry with this formula, charge and spin: 117.85 kcal per mole
* net charge: 0
* SMILES: O=C/C=N/C1CC1
* electronic energy: -8831.0925 eV

Cartesian coordinates (Å):
O (-0.16600, -1.98345, 1.07743)
N (-1.21981, -0.05745, -0.52105)
C (-0.23783, 0.73074, -1.17355)
C (1.05545, 1.00311, -0.43442)
C (0.80073, -0.40511, -0.84573)
C (-1.29703, 0.06776, 0.79740)
C (-0.82459, -1.05839, 1.56980)
H (0.46527, -1.16959, -0.07284)
H (-0.85907, -0.97219, 2.66143)
H (1.85071, 1.51790, -0.97560)
H (1.00038, 1.21048, 0.63683)
H (-0.31432, 0.93501, -2.24970)
H (-1.35108, 1.05259, 1.30190)
H (1.09720, -0.87140, -1.77189)

Forces on atoms 1 to 6 (eV/Å):
O -1.0 -0.1 0.7
N -0.1 0.2 0.3
C 0.2 -0.5 -0.1
C 0.0 0.1 0.1
C -0.1 -0.3 -0.4
C -0.1 0.1 0.0

natural (NBO) population analysis, charges in e, atoms 1 to 2:
1. O -0.57
2. N -0.24

Molecular formula: C5H7NO
Method: DFT, ωB97M-V with the def2-TZVPD basis set

Results
* orbital gap: 9.29 eV
* ΔE to the lowest compared entry with this formula, charge and spin: 153.63 kcal per mole
* net charge: 0
* electronic energy: -8829.5410 eV

Cartesian coordinates (Å):
O (0.07597, -0.83067, -1.69900)
N (1.10600, -0.72928, 1.07375)
C (0.28806, -0.32608, 2.11151)
C (-0.89417, -0.46294, -0.65061)
C (0.28627, -0.08562, 0.24301)
C (0.54389, 0.47975, -1.20328)
C (-0.90360, 0.97121, -1.23539)
H (-1.33201, 1.03902, -2.23923)
H (-1.16224, 1.81232, -0.58594)
H (-0.02268, -1.10907, 2.82322)
H (1.43467, 0.87421, -1.70136)
H (-1.73401, -1.12730, -0.44644)
H (2.00845, -1.18344, 0.99152)
H (0.30539, 0.67790, 2.51825)

Forces on atoms 1 to 6 (eV/Å):
O 0.1 -0.1 0.0
N 0.3 -0.2 -0.2
C -0.1 0.2 0.2
C -0.4 -0.3 0.2
C 0.1 -0.2 0.0
C 0.4 0.4 0.0

natural (NBO) population analysis, charges in e, atoms 1 to 2:
1. O -0.51
2. N -0.60

Molecular formula: C5H7NO
Method: DFT, ωB97M-V with the def2-TZVPD basis set

Results
* orbital gap: 10.66 eV
* ΔE to the lowest compared entry with this formula, charge and spin: 66.86 kcal per mole
* net charge: 0
* electronic energy: -8833.3037 eV

Cartesian coordinates (Å):
O (1.82623, -0.61871, -0.89784)
N (-0.56519, 0.62777, 1.24482)
C (0.44033, 1.15110, 0.27886)
C (1.19808, -0.15861, 0.26269)
C (-1.08419, -0.60531, -0.48012)
C (-0.14791, -0.75635, 0.72215)
C (-0.95323, 0.87408, -0.16774)
H (0.83200, 2.16113, 0.36149)
H (-2.09151, -0.97601, -0.28234)
H (-1.63801, 1.67668, -0.42608)
H (1.93927, -0.20175, 1.06372)
H (-0.19747, -1.61778, 1.38897)
H (-0.74481, -0.99542, -1.44929)
H (1.18642, -0.56083, -1.61929)

Forces on atoms 1 to 6 (eV/Å):
O -0.1 0.0 -0.2
N -0.1 0.0 0.2
C 0.3 0.3 -0.1
C -0.1 0.1 0.3
C 0.0 0.0 -0.1
C 0.1 -0.5 0.1

natural (NBO) population analysis, charges in e, atoms 1 to 2:
1. O -0.70
2. N -0.35

Molecular formula: C5H7NO
Method: DFT, ωB97M-V with the def2-TZVPD basis set

Results
* orbital gap: 9.53 eV
* ΔE to the lowest compared entry with this formula, charge and spin: 76.81 kcal per mole
* net charge: 0
* SMILES: CC=C=O.C#CN
* electronic energy: -8832.8721 eV

Cartesian coordinates (Å):
O (1.09692, -1.62841, -1.28647)
N (2.54313, 0.55768, 0.27547)
C (1.51800, 1.41607, 0.05683)
C (0.60970, 2.17996, -0.16737)
C (0.08398, -1.45720, -0.71666)
C (-1.03380, -1.43513, -0.02916)
C (-1.95523, -0.27185, 0.26704)
H (-0.08036, 2.95418, -0.41286)
H (2.47654, -0.28824, -0.27997)
H (-2.13296, -0.10143, 1.33544)
H (-1.35441, -2.45464, 0.05684)
H (-1.56382, 0.64417, -0.17381)
H (2.72167, 0.36204, 1.25156)
H (-2.92935, -0.47720, -0.17688)

Forces on atoms 1 to 6 (eV/Å):
O -0.8 0.4 0.4
N -0.2 0.0 0.0
C -0.4 0.3 -0.1
C 0.5 -0.2 0.0
C 0.5 -0.2 -0.1
C 0.3 0.5 -0.5

natural (NBO) population analysis, charges in e, atoms 1 to 2:
1. O -0.50
2. N -0.84